1.
10
Properties=species:S:1:pos:R:3:forces:R:3:nbo_charge:R:1 method="wB97M-V/def2-TZVPD" gap_ev=9.27 mol_weight_g_mol=84.1 de_lowest_kcal_mol=90.0 max_force_ev_per_a=1.2
O -1.805 0.172 0.549 0.013 0.065 0.136 -0.667
N -0.180 -1.094 -0.383 -0.081 0.118 -0.067 -0.442
N 1.107 -1.438 -0.334 0.796 0.351 0.237 -0.374
C 2.180 -1.037 -0.001 -0.577 -0.880 -0.509 0.276
C 0.434 1.060 0.427 -0.286 0.228 -0.084 -0.630
C -0.496 0.124 0.212 0.306 0.186 -0.037 0.471
H 1.342 1.061 -0.160 0.076 -0.144 0.399 0.231
H -0.863 -1.790 -0.638 0.125 0.136 0.133 0.419
H -2.025 1.107 0.660 -0.088 -0.215 0.009 0.497
H 0.289 1.862 1.135 -0.284 0.156 -0.217 0.219

=====

2.
8
Properties=species:S:1:pos:R:3:forces:R:3:nbo_charge:R:1 method="wB97M-V/def2-TZVPD" gap_ev=11.26 mol_weight_g_mol=110.0 de_lowest_kcal_mol=59.8 smiles="FC(F)(F)N1C=N1" max_force_ev_per_a=1.9
F -1.758 -0.725 -0.368 0.935 0.189 0.119 -0.301
F -0.496 0.938 -1.096 -0.421 -0.840 0.992 -0.357
F -1.551 1.047 0.833 0.600 -0.357 -0.353 -0.307
N 0.980 -1.448 -0.003 0.643 -0.500 -0.437 -0.138
N 0.261 -0.278 0.754 -1.150 -0.679 1.032 -0.410
C 1.471 -0.321 0.023 -1.592 0.919 0.295 0.216
C -0.873 0.199 0.035 -0.689 1.239 -0.886 1.046
H 1.968 0.586 -0.177 1.674 0.029 -0.762 0.251

=====

3.
21
Properties=species:S:1:pos:R:3:forces:R:3:nbo_charge:R:1 method="wB97M-V/def2-TZVPD" gap_ev=8.41 mol_weight_g_mol=157.2 de_lowest_kcal_mol=59.2 smiles="CC(C)(C)n1cn[nH]c1=S" max_force_ev_per_a=7.3
S 1.209 1.391 1.328 -0.870 0.147 -0.157 -0.318
N -0.490 -0.180 -0.144 2.410 2.959 0.349 -0.425
N -2.470 0.325 0.719 0.170 0.133 -0.391 -0.293
N -1.494 1.050 1.423 -2.126 -0.270 0.382 -0.412
C 1.348 -1.734 0.011 5.967 4.078 0.811 -0.617
C 0.678 -0.757 -1.041 -2.721 -2.098 3.196 0.146
C -1.799 -0.295 -0.221 -3.386 -1.768 -0.202 0.182
C -0.307 0.808 0.824 2.830 0.105 2.020 0.253
C 1.423 0.230 -1.829 1.636 2.421 -2.154 -0.672
C -0.132 -1.745 -1.889 -1.900 0.105 -3.384 -0.627
H 2.254 0.941 -1.497 -2.135 -0.409 1.130 0.277
H -2.245 -1.005 -0.975 -0.017 1.323 1.522 0.214
H 0.698 -2.473 0.251 -1.588 -2.457 0.458 0.194
H 0.672 0.838 -2.527 1.915 -1.510 1.156 0.232
H 1.591 -1.168 1.033 -0.550 -0.937 -2.341 0.258
H 0.433 -1.905 -2.956 -1.422 -0.298 2.915 0.248
H -0.403 -2.608 -1.231 0.742 0.178 -1.310 0.225
H 2.472 -2.106 -0.309 -3.091 0.612 0.441 0.223
H -1.271 -1.410 -2.178 3.341 -0.291 -0.035 0.203
H -1.860 1.574 2.361 1.994 -1.627 -3.429 0.468
H 2.228 -0.345 -2.333 -1.198 -0.396 -0.978 0.240

=====

4.
9
Properties=species:S:1:pos:R:3:forces:R:3:nbo_charge:R:1 method="wB97M-V/def2-TZVPD" gap_ev=9.35 mol_weight_g_mol=92.1 de_lowest_kcal_mol=55.1 max_force_ev_per_a=4.4
S -1.778 0.622 0.385 0.686 -0.319 -0.405 1.092
O -2.934 -0.231 0.119 -0.956 -0.261 0.184 -0.921
O -0.326 -1.551 -0.405 1.559 3.983 0.892 -0.642
C -0.398 -0.152 0.040 1.624 -1.371 -1.226 -0.033
C 0.995 0.618 0.100 -2.288 -0.790 1.027 -0.685
H 1.369 0.255 1.109 0.136 1.222 -1.158 0.242
H 1.642 0.208 -0.686 -0.118 0.403 0.067 0.218
H 0.650 -1.508 -0.611 -1.408 -1.056 0.009 0.473
H 0.780 1.739 -0.051 0.765 -1.812 0.611 0.256

=====

no.,lowest unoccupied orbital energy (eV)
1,0.5
2,0.4
3,0.6
4,0.4